No. 1
Computed, not measured: a 3-piece molecular cluster, C24H49ClF9N2O10PS2 overall, with ωB97M-V/def2-TZVPD.

Properties
Energy (eV): -117060.565
LUMO (eV): -2.597
HOMO (eV): -8.62
Structure (SMILES): CCCC[C@@]1(CCC(F)(F)C(F)(F)S(F)(F)(F)(F)F)OS(=O)(=O)O[C@@]1(COC)P(O)Cl.COCCNCCOC.COCCNCCOC
Kohn-Sham gap (Eh): 0.221
F_max (eV/A): 6.66

Element x y z (Å)
Cl 2.4184 -0.3721 2.0198
S -4.0712 -0.3222 -0.6471
S 3.8695 -3.1328 -2.6180
P 2.1459 -2.4186 1.4252
F -5.1523 -0.4648 -2.0117
F -4.0911 -2.0281 -0.5548
F -1.9937 1.1142 -1.6448
F -4.2387 1.4047 -0.8353
F -3.1158 -0.1195 0.7583
F -1.1635 -1.9421 -0.4533
F -3.2148 -0.2312 -3.2237
F -2.1207 -2.6119 -2.6463
F -5.4665 -0.3070 0.3573
O 3.2244 -4.2698 -3.4731
O -7.8240 4.7144 -5.5951
O 5.2713 -3.0439 -3.2566
O 2.7542 -1.8531 -2.7537
O 3.7371 -3.2313 -0.8899
O 2.3756 -1.5077 5.2363
O 0.4799 -2.6841 1.9180
O 2.3700 1.2712 8.8158
O -3.3971 3.7658 -5.7904
O 0.5372 -3.9733 -1.8314
N -6.0365 2.4826 -4.6376
N 4.0792 -1.0149 7.8434
C -4.3545 4.6745 -6.3168
C -1.5825 -1.4858 -1.7938
C 4.4448 -1.7178 6.6089
C -8.2359 4.0298 -6.7701
C 1.6042 0.4674 9.7026
C 6.1607 -0.3661 -1.3596
C 3.7787 -1.2494 5.2991
C 1.5664 -0.5254 5.8686
C 2.3973 -2.6679 -0.4755
C 0.9753 -0.4462 -1.5922
C 4.7868 -0.3225 -0.4315
C -0.1784 -1.0243 -2.5831
C 3.7835 1.1515 9.0167
C 4.4402 0.4064 7.8435
C -6.6715 3.5102 -3.8061
C -3.6321 3.3757 -4.4369
C 1.5422 -4.0311 -0.7715
C -4.6380 2.2166 -4.2837
C 7.2525 -1.2477 -0.5203
C 2.3429 -1.3346 -1.4044
C 3.4051 -0.1003 -1.2232
C -0.4430 -5.0643 -1.5491
C -2.6351 -0.2384 -1.8281
C -8.0194 3.9546 -4.3962
H 0.2069 -1.8768 -3.3266
H 2.2388 -4.9538 -1.0902
H 2.8163 0.7422 -0.6100
H 1.9072 0.6279 10.7442
H -3.8855 4.2430 -3.8165
H 8.3759 -0.8781 -0.6798
H -6.0671 2.7748 -5.6109
H 3.6501 0.3194 -2.3113
H 4.2225 -1.8346 4.4847
H -8.6897 3.0998 -4.5524
H -5.1620 4.1259 -6.8044
H 1.3880 -0.8014 6.9092
H -1.0630 -4.7947 -0.5652
H 0.5971 -0.5173 5.3645
H 1.3139 0.5644 -2.1365
H 7.1911 -2.4071 -0.6731
H -4.5981 1.8391 -3.2550
H 6.5837 0.7482 -1.3988
H -0.0647 -1.8477 1.8654
H -8.2191 4.7402 -7.6010
H 0.5542 0.7542 9.6004
H 0.9776 -4.4797 0.1789
H 1.6927 -0.5885 9.4446
H 3.9961 -0.2014 5.0629
H 0.1154 -6.0860 -1.4312
H -8.5064 4.6238 -3.6793
H 4.1817 2.1711 9.0445
H -6.8333 3.1092 -2.8002
H 5.9875 -0.6823 -2.4672
H -0.5518 -0.1618 -3.3221
H -1.2664 -5.1197 -2.4096
H -9.2567 3.6432 -6.6658
H -4.7517 5.3539 -5.5568
H -4.3045 1.3958 -4.9313
H 4.0267 0.6796 9.9773
H 4.1797 -2.7716 6.7614
H -7.5491 3.2165 -7.0071
H 5.5283 0.5009 7.9207
H 0.6045 -0.0986 -0.5264
H -3.8589 5.2729 -7.0850
H 5.5344 -1.6835 6.4907
H 3.0748 -1.1041 7.9733
H 1.9953 0.4789 5.8023
H -6.0393 4.3985 -3.7246
H 4.1171 0.8961 6.9209
H 4.9592 0.6341 0.2678
H 7.0370 -1.0449 0.6363
H 4.8128 -1.2249 0.3419
H -2.6664 3.0158 -4.0623


No. 2
Computed, not measured: C24H49CuN2O6 as an isolated structure, with ωB97M-V/def2-TZVPD.

Properties
Energy (eV): -85581.256
LUMO (alpha / beta) (eV): 2.346 / 2.330
HOMO (alpha / beta) (eV): 0.68 / -4.23
Kohn-Sham gap (alpha / beta) (Eh): 0.061 / 0.241
Charge: -1
Multiplicity: 2
F_max (eV/A): 4.62

Element x y z (Å)
Cu 9.8501 5.8693 -20.0221
O 9.6895 6.2239 -22.6248
O 8.3930 4.2312 -19.0831
O 13.4675 3.9851 -18.4603
O 11.8922 4.9762 -19.8362
O 13.1932 3.2170 -20.5587
O 11.0352 8.1869 -19.6233
N 9.8310 8.2215 -18.8892
N 10.8072 5.4823 -22.7821
C 14.3745 2.9345 -18.6232
C 15.5237 3.0486 -21.0408
C 8.7438 8.3315 -16.5696
C 12.1928 7.5035 -22.4813
C 11.8382 3.3187 -23.6266
C 7.5537 9.2561 -18.6068
C 11.1025 9.3650 -17.0198
C 13.1307 5.4670 -23.7338
C 11.8002 6.3424 -23.4869
C 12.8042 4.1264 -19.6169
C 9.8167 3.2730 -22.1738
C 7.6187 4.2365 -16.7168
C 10.4716 4.0870 -23.2695
C 12.8456 4.1583 -24.4278
C 8.8732 9.1507 -19.4872
C 8.4099 3.5345 -17.8528
C 9.5902 4.1400 -24.5431
C 9.4463 10.5802 -19.7950
C 8.4073 8.6667 -20.8868
C 10.8106 6.8870 -17.0942
C 7.8086 9.4120 -17.1132
C 11.3604 6.9894 -24.8617
C 14.3513 2.5696 -20.0879
C 10.1241 8.2707 -17.4226
H 8.1838 10.4129 -16.8998
H 9.4179 3.4354 -17.4500
H 10.1267 4.4582 -25.4370
H 11.6785 6.8306 -17.7513
H 13.5335 5.1896 -22.7597
H 9.3064 8.6074 -21.5001
H 9.1631 3.1687 -24.7927
H 12.2888 2.9454 -22.7070
H 7.5484 3.4900 -15.9256
H 11.6361 2.4207 -24.2105
H 10.5330 10.6385 -19.8566
H 6.8460 8.4932 -18.9313
H 13.8693 6.0507 -24.2832
H 12.3147 4.3580 -25.3586
H 12.0333 9.1703 -17.5525
H 8.8812 11.0906 -20.5749
H 13.0326 8.1089 -22.8222
H 6.7252 4.8047 -16.9754
H 10.3934 7.4796 -24.7489
H 15.3340 3.3581 -18.3264
H 8.8910 3.8071 -21.9594
H 15.8067 4.1001 -20.9912
H 11.2701 9.4573 -15.9468
H 14.2460 1.4850 -20.1153
H 10.4791 3.3050 -21.3088
H 8.9002 8.4510 -15.4975
H 10.1091 6.0680 -17.2531
H 11.3525 8.1538 -22.2383
H 8.6931 4.7420 -24.3986
H 9.6902 2.2625 -22.5622
H 8.2228 4.9827 -16.2006
H 7.0403 10.2055 -18.7589
H 7.5514 9.2179 -21.2766
H 15.2838 2.8428 -22.0839
H 12.1608 7.6152 -25.2564
H 9.1969 11.2613 -18.9814
H 8.0585 7.6346 -20.8534
H 9.3904 6.4524 -23.5079
H 11.2460 6.8820 -16.0949
H 11.3194 6.2362 -25.6485
H 11.3851 9.0714 -19.4939
H 8.2314 7.3854 -16.7442
H 7.9024 2.5706 -17.8908
H 14.0098 2.0881 -18.0412
H 13.7496 3.5939 -24.6569
H 6.8224 9.4668 -16.6523
H 12.5134 7.0003 -21.5690
H 16.4686 2.5675 -20.7882
H 10.8422 10.3718 -17.3468


No. 3
Computed, not measured: a 2-piece molecular cluster, C24H49NO6P overall, with ωB97M-V/def2-TZVPD.

Properties
Energy (eV): -48735.922
LUMO (eV): -2.460
HOMO (eV): -9.22
Kohn-Sham gap (Eh): 0.249
Charge: +1
Energy above the lowest of the compared OMol25 structures with the same formula, charge and spin (kcal/mol): 125.3
F_max (eV/A): 6.46

Element x y z (Å)
P -1.5296 3.5774 -4.9979
O 0.2940 0.1853 1.4835
O 0.2911 2.7087 -3.1154
O 2.4560 3.4128 -2.2559
O 1.5816 4.1856 -4.3776
O -2.5095 2.7592 -6.1473
O -2.3871 4.0969 -3.6121
N -1.6869 -1.6242 7.6877
C 2.4676 2.4810 -5.9041
C -3.0538 -1.8498 7.0879
C -0.9226 -1.7811 -2.6622
C -0.7011 -1.0451 6.6669
C 2.3992 0.9464 -6.3293
C 0.0095 2.5030 -4.5278
C -1.6859 -1.1125 -3.9007
C 3.6936 0.3568 -7.0705
C -0.2952 -2.6089 9.3960
C -0.4128 0.9746 -4.6915
C 1.0498 0.2941 2.7411
C 1.1413 3.1932 -5.3972
C 1.5518 3.4249 -3.1368
C -1.1154 0.2881 6.0371
C -0.4425 -0.8033 -1.4895
C -1.1244 -1.5415 10.0778
C -1.1327 -2.9743 8.1924
C -2.0046 0.1715 4.8037
C 0.9092 -0.9542 0.7772
C 4.0910 1.0858 -8.4440
C 3.3032 -1.1838 -7.4740
C -1.7385 0.5039 -3.9208
C -0.1120 -1.7270 -0.1848
C -1.7738 -0.7478 8.9525
H 2.2927 0.3265 -5.3521
H 1.4586 0.7168 -6.9438
H 2.7219 -1.1692 -8.4670
H -3.6507 -2.4430 7.7822
H -2.9334 -2.3792 6.1420
H -0.5207 -0.9052 10.7279
H -0.5762 -3.4652 7.3923
H 0.2810 -2.7343 -0.5496
H -1.2754 -0.0799 -1.1721
H -2.1610 3.4916 -2.8661
H -2.6784 0.7604 -4.5550
H 0.0103 -2.3385 -3.0632
H 0.7271 3.9189 -6.2033
H 2.1675 0.3456 2.4962
H -2.7504 -1.5336 -4.0878
H 3.2894 2.6298 -5.1219
H -1.5740 0.9643 6.7631
H -1.9790 -3.5992 8.4890
H 1.8312 -0.5889 0.1841
H 4.8562 1.9430 -8.2927
H -1.9156 0.9914 -2.9045
H 0.8165 -0.5944 3.4286
H 0.6751 -2.2078 9.0896
H 0.7269 1.2966 3.2207
H 4.2014 -1.8870 -7.4648
H 0.2420 -0.9087 7.2030
H 3.1709 1.4134 -9.0496
H 0.4589 0.3417 -4.2557
H -0.1907 0.7779 5.7087
H 1.2662 -1.6806 1.5932
H -3.4112 2.6045 -5.7808
H -1.2428 0.1874 8.7702
H -3.5356 -0.8830 6.9510
H -1.6210 -2.6096 -2.2432
H 0.5040 -0.2582 -1.8717
H -1.8986 -2.0029 10.6997
H -2.0251 1.1265 4.2720
H -0.5608 0.7407 -5.8013
H 4.5610 0.3061 -6.3081
H 2.8229 3.0607 -6.8471
H -1.6294 -0.5876 4.1124
H -1.0909 -1.4005 -4.8566
H -0.1113 -3.4669 10.0454
H -1.1227 -1.8050 0.3779
H 4.6491 0.3019 -9.0947
H -0.5465 -1.8059 5.8962
H -2.8226 -0.5347 9.1650
H 2.5199 -1.5006 -6.6759
H -3.0373 -0.0713 5.0537